# 1
Below is a structure of composition C24H33N6NaO7P2SSi, with properties calculated with wB97M-V/def2-TZVPD.

Values from the calculation:
Frontier orbital gap = 5.413 eV
LUMO energy = 3.9 eV
Energy above the lowest of the compared OMol25 structures with the same formula, charge and spin = 14.5 kcal per mole
Charge = -2

Positions of all 75 atoms, in Å:
C: -4.43 -2.18 -1.67
C: 1.79 -1.08 -1.94
S: 0.85 3.46 2.97
O: -4.16 0.60 1.05
H: 3.12 1.32 1.54
C: -3.62 -1.85 -2.75
N: 1.43 -1.51 2.02
Si: 3.40 0.78 -0.88
H: -1.62 -1.38 -3.41
C: 1.39 -3.37 -3.69
H: -4.05 -1.73 -3.74
N: 1.97 -0.14 -1.02
H: -0.66 -4.63 2.91
H: -3.25 0.40 -0.86
P: -1.34 3.39 -0.67
H: 4.24 2.43 0.74
H: -4.98 2.39 -0.40
N: 1.59 1.55 4.76
N: -2.61 1.16 -1.12
C: 0.58 -1.87 -1.98
H: -4.48 -2.56 0.44
H: -0.46 -2.73 4.52
C: -4.13 3.06 -0.56
O: -0.18 2.48 -0.56
H: 2.87 2.59 -2.48
H: -2.04 -2.15 0.76
H: -4.23 3.90 0.12
P: -2.90 1.61 1.47
H: -4.13 3.43 -1.58
H: -1.76 4.39 -2.53
C: 0.80 -1.59 3.20
C: 1.01 -0.49 4.15
C: 0.59 -3.68 1.45
O: -3.37 2.59 2.47
C: 1.32 -2.52 1.18
H: 0.91 -0.71 5.21
C: 0.42 -2.98 -2.77
H: -1.64 0.86 -0.96
C: 3.72 1.91 -2.37
O: -1.45 4.77 -0.14
H: -2.70 1.42 -2.10
O: -1.71 3.46 -2.30
Na: 0.46 1.13 1.14
C: 4.96 -0.27 -0.61
C: 1.47 2.82 4.41
H: 1.25 -4.24 -4.31
H: 3.31 -2.84 -4.49
C: 0.04 -2.71 3.56
H: -0.50 -3.56 -2.67
H: 5.25 -0.88 -1.47
C: -3.85 -2.31 -0.41
H: 5.81 0.38 -0.36
H: 2.50 2.63 0.55
H: 4.80 -0.94 0.24
N: 1.32 0.68 3.75
C: 2.54 -2.59 -3.77
H: 3.64 -0.93 -3.03
H: 1.87 3.29 6.32
O: -0.40 -1.50 -1.05
C: -0.07 -3.76 2.67
H: 1.44 4.60 5.33
H: 4.62 2.51 -2.22
C: -1.69 -1.78 -1.31
H: 0.54 -4.47 0.71
H: 1.83 -2.40 0.23
H: -4.22 -0.11 1.71
C: -2.82 2.36 -0.22
H: 3.83 1.36 -3.31
N: 1.90 3.70 5.40
O: -1.70 0.73 1.63
C: 3.29 1.89 0.62
H: -5.49 -2.33 -1.81
C: -2.50 -2.11 -0.22
C: 2.73 -1.50 -2.94
C: -2.26 -1.65 -2.58



# 2
Below is a structure of composition C24H33N9SbSeTl, with properties calculated with wB97M-V/def2-TZVPD.

Values from the calculation:
Frontier orbital gap = 7.734 eV
LUMO energy = -5.7 eV
Energy above the lowest of the compared OMol25 structures with the same formula, charge and spin = 4.4 kcal per mole
Charge = +2

Positions of all 69 atoms, in Å:
N: 2.81 -0.55 -0.63
H: 5.59 -0.62 -2.65
C: -2.99 3.10 0.77
C: -4.26 -1.74 1.74
H: 1.93 -2.28 -1.02
H: -4.10 0.18 2.77
H: 0.99 4.37 -5.07
C: -1.77 1.33 5.57
Sb: -2.14 -1.27 3.89
H: -2.68 1.74 5.14
C: -2.08 3.99 -1.25
N: 1.88 -4.98 0.81
N: -2.65 6.13 -2.25
H: -5.21 -1.48 1.28
N: -1.12 -1.66 2.21
H: -4.81 -1.12 3.75
Se: -2.10 7.09 -3.62
H: -2.02 0.79 6.48
H: -2.07 -3.89 4.32
C: -2.20 1.97 0.56
H: 4.86 1.20 -0.40
H: -3.54 5.01 -0.06
C: -0.13 -2.31 1.95
H: -3.63 3.17 1.64
H: -1.01 -3.08 5.49
H: 1.68 0.39 -3.64
C: 4.23 -0.80 -0.98
H: 4.36 -2.44 0.42
H: 2.27 2.21 -5.22
C: 1.51 2.37 -4.47
H: 2.08 -1.37 -2.35
H: -2.96 -4.11 6.68
C: -4.07 -0.89 2.98
N: 0.28 1.49 -2.61
C: -1.31 2.82 -1.38
C: 4.52 -0.52 -2.46
H: -0.75 0.98 3.66
H: 5.67 -2.39 -0.76
C: -1.94 5.03 -2.24
C: 5.04 0.16 -0.11
C: -0.37 2.66 -2.49
C: 0.82 3.56 -4.39
C: 1.19 1.36 -3.57
C: 1.39 -4.02 1.21
H: 4.23 0.50 -2.72
H: -4.29 -2.81 1.98
H: -1.13 2.16 5.85
H: 4.01 -1.23 -3.12
N: -1.40 1.82 -0.48
N: 1.85 -1.33 -1.35
H: -0.11 0.03 5.02
H: -3.03 -2.37 6.84
C: -0.96 4.91 -3.28
H: 2.60 0.42 -0.81
H: -2.22 1.14 1.26
Tl: -0.77 -0.61 -1.42
H: 4.09 -2.97 -1.25
N: 0.88 -2.89 1.64
C: -2.94 4.11 -0.15
C: -0.15 3.71 -3.39
H: 4.76 0.04 0.94
C: -2.01 -3.09 5.06
C: -3.09 -3.18 6.12
H: 6.10 -0.04 -0.22
H: -3.47 -1.57 1.00
C: -1.01 0.45 4.58
H: -4.10 -3.20 5.69
N: -0.90 5.91 -4.12
C: 4.60 -2.24 -0.62



# 3
Below is a structure of composition C24H34AsN4OPdS at a distorted geometry, with properties calculated with wB97M-V/def2-TZVPD.

Values from the calculation:
Frontier orbital gap (alpha / beta) = 8.487 / 4.873 eV
LUMO energy (alpha / beta) = -7.8 / -11.9 eV
Energy above the lowest of the compared OMol25 structures with the same formula, charge and spin = 15.6 kcal per mole
Charge = +3
Spin multiplicity = 5

Positions of all 66 atoms, in Å:
H: 0.01 -2.29 6.14
H: 2.28 -0.74 -2.30
H: 2.46 1.04 1.49
H: 4.54 1.50 -1.27
C: 3.74 3.30 -2.11
O: -0.47 -2.25 -1.19
H: 0.78 -3.59 -3.77
C: 0.17 -0.16 6.32
N: 0.06 1.79 -0.92
H: -2.15 -4.14 -3.07
H: 2.51 -0.74 1.36
N: 2.28 0.27 -0.46
C: -3.41 3.64 0.41
C: -1.90 -4.62 -2.13
C: 1.35 3.55 -2.01
C: 2.78 -0.79 -1.33
S: -0.88 0.10 1.97
H: 0.36 -5.80 0.07
H: -1.79 -5.69 -2.30
H: -1.30 1.08 -2.90
H: 0.28 1.98 6.12
H: -4.32 -0.27 -1.26
H: 1.17 -5.19 -3.12
H: 1.27 -4.35 0.53
H: -2.93 0.48 -3.19
C: 1.11 -4.13 -2.88
H: -1.64 -0.67 -2.79
C: 2.82 0.20 0.90
C: -0.32 -0.09 3.59
As: -0.22 -3.89 -1.48
H: -0.11 4.30 0.00
H: 2.66 4.95 -2.94
H: -2.18 5.36 0.79
H: -4.40 1.83 -0.11
H: 3.92 0.24 0.90
H: -3.05 -1.47 -0.97
C: 3.65 2.06 -1.47
H: -0.20 1.93 3.83
C: -3.46 2.35 -0.08
C: -3.37 -0.45 -0.73
C: -0.01 -1.35 5.61
C: -1.05 3.77 -0.08
H: -4.31 4.11 0.78
H: 4.71 3.67 -2.41
H: -0.46 -4.49 0.95
C: -2.21 4.35 0.40
H: 0.32 -0.16 7.39
C: -2.02 0.33 -2.59
C: -0.24 -1.32 4.25
H: -0.41 -2.23 3.69
H: -3.54 -0.37 0.34
C: -1.07 2.47 -0.60
H: 2.59 -1.76 -0.85
H: 3.86 -0.71 -1.50
N: -0.11 1.04 4.31
C: 2.59 4.02 -2.39
C: 2.42 1.57 -1.08
C: 1.24 2.33 -1.31
C: 0.13 1.03 5.64
N: -2.34 0.47 -1.17
H: 0.46 4.10 -2.27
C: 0.30 -4.72 0.20
H: 2.10 -3.78 -2.59
C: -2.32 1.75 -0.62
Pd: -0.01 -0.30 -0.34
H: -2.70 -4.45 -1.40



# 4
Below is a cluster of 4 separate species, C24H34BrClN2O10 in total, with properties calculated with wB97M-V/def2-TZVPD.

Values from the calculation:
Frontier orbital gap = 8.258 eV
LUMO energy = -1.0 eV

Positions of all 72 atoms, in Å:
C: 6.55 -1.28 3.53
C: 1.07 1.24 -0.07
H: 4.01 -1.98 -3.51
H: -4.03 -1.60 2.41
O: -2.80 1.06 4.16
H: -5.08 -3.51 0.42
H: -5.01 -0.54 -2.12
H: -1.04 -1.25 -0.86
Cl: -6.53 3.52 0.86
C: -3.45 0.70 -1.82
O: -1.72 0.74 -3.40
N: -4.13 -0.27 -2.54
H: 1.44 -1.71 0.25
H: 6.06 -0.66 4.28
C: 4.16 -1.75 -4.57
H: 7.19 0.37 2.30
H: 8.10 -1.11 2.04
C: -5.91 -2.10 1.49
H: -6.09 1.60 -1.10
C: 2.51 0.82 0.09
H: -0.56 3.39 2.85
H: -5.37 -1.77 3.56
C: 3.64 -0.36 -4.88
H: 3.78 -0.12 -5.94
H: 1.87 -2.08 1.90
C: 0.80 -0.02 -2.28
H: 2.90 0.34 -0.80
O: -0.87 -1.75 -1.67
H: 6.98 -2.15 4.04
H: -4.21 -0.08 -3.52
H: 3.64 -2.50 -5.16
C: 0.27 0.84 -1.15
H: 5.23 -1.81 -4.78
N: -2.03 1.42 3.36
H: -6.20 -1.07 1.30
H: 1.88 -0.04 -2.28
O: 4.29 0.63 -4.08
H: 0.51 0.40 -3.24
C: 1.58 -1.27 1.23
O: -2.46 2.59 2.72
H: -5.50 0.24 -0.17
C: -3.04 2.46 -0.23
O: 5.52 -1.72 2.64
Br: 3.67 2.35 0.43
C: -1.34 3.24 2.11
H: 8.39 -0.15 3.49
C: 0.53 2.03 0.95
H: 2.57 -0.29 -4.65
H: -1.69 4.21 1.78
C: -3.94 1.46 -0.83
H: 5.23 0.60 -4.28
C: -1.60 2.04 -0.12
C: -4.93 -2.17 2.64
C: 0.35 -1.47 -2.17
H: 0.64 -0.89 1.62
H: 1.18 2.31 1.77
C: 7.62 -0.50 2.80
O: 1.08 -2.35 -2.51
H: -6.82 -2.67 1.72
H: 3.62 -0.70 1.19
C: -0.79 2.43 0.96
C: -1.08 1.26 -1.15
O: -5.34 1.54 2.02
H: 5.93 -2.29 1.98
O: -5.34 -2.59 0.28
O: -3.42 3.55 0.10
H: 2.56 0.36 2.17
C: -5.37 1.31 -0.35
C: -2.03 0.89 -2.25
C: 2.67 -0.19 1.24
C: -5.65 1.97 0.97
H: -4.63 -3.20 2.83